Run P
{
  "formula": "CH5N4O2",
  "method": "ωB97M-V with the def2-TZVPD basis set",
  "elements": ["C", "N", "N", "N", "N", "O", "O", "H", "H", "H", "H", "H"],
  "xyz": [[-0.028, -0.022, -0.057], [2.410, -0.219, 0.014], [1.295, 0.633, -0.147], [-1.135, 0.750, 0.112], [-0.175, -1.354, 0.039], [3.442, 0.271, 0.078], [-2.343, 0.056, 0.250], [1.341, 1.709, -0.129], [-1.275, 1.614, -0.267], [0.533, -1.963, 0.348], [-1.113, -1.593, 0.303], [-2.951, 0.117, -0.545]],
  "total_charge": 1,
  "lumo_energy_ev": -4.6,
  "smiles": "[NH2+]=C(NO)NN=O",
  "spin_multiplicity": 1
}

Run Q
{
  "formula": "CH5N4O2",
  "method": "ωB97M-V with the def2-TZVPD basis set",
  "elements": ["C", "N", "N", "N", "N", "O", "O", "H", "H", "H", "H", "H"],
  "xyz": [[-1.265, -0.314, 0.888], [-1.035, 0.629, 1.761], [1.432, -0.453, -1.939], [-0.342, -0.287, -0.395], [0.696, 0.378, -0.552], [-2.046, -1.222, 0.869], [1.123, 1.320, -0.078], [-0.259, 1.298, 1.841], [-1.557, 0.655, 2.569], [1.798, 0.204, -2.475], [2.003, -1.124, -1.468], [-0.549, -1.082, -1.022]],
  "total_charge": 1,
  "lumo_energy_ev": -5.7,
  "spin_multiplicity": 1
}

Most favorable structure: run P. The second most favorable one is 0.699 eV above it.

Run P
{
  "formula": "C3H9N3O3",
  "method": "ωB97M-V with the def2-TZVPD basis set",
  "elements": ["C", "C", "C", "H", "H", "H", "H", "H", "H", "H", "H", "H", "N", "N", "N", "O", "O", "O"],
  "xyz": [[-0.306, -0.829, 1.898], [0.227, -1.301, -0.161], [0.961, -1.317, -1.473], [-1.365, -0.649, 1.677], [-0.152, -1.914, 2.088], [-0.063, -0.010, 2.747], [0.410, -2.139, 0.559], [-0.882, -1.242, -0.165], [2.162, -1.208, -1.274], [0.915, -0.294, -2.162], [-0.598, -2.192, -1.895], [0.264, 2.773, 0.358], [0.422, -0.370, 0.800], [-0.022, 0.867, 0.532], [-1.380, 1.190, 0.458], [0.562, -2.334, -2.469], [0.936, 1.930, 0.514], [-1.389, 2.372, -0.051]],
  "total_charge": 0,
  "lumo_energy_ev": -0.3,
  "spin_multiplicity": 1
}

Run Q
{
  "formula": "C3H9N3O3",
  "method": "ωB97M-V with the def2-TZVPD basis set",
  "elements": ["C", "C", "N", "O", "O", "H", "H", "H", "H", "H", "C", "N", "N", "O", "H", "H", "H", "H"],
  "xyz": [[-1.135, -0.096, 1.663], [-0.317, -1.214, -1.077], [-1.402, -0.489, -1.514], [0.073, -0.383, 1.002], [-0.232, -2.419, -1.082], [-1.439, 0.476, -1.202], [-2.271, -0.995, -1.422], [-1.462, 0.949, 1.568], [-1.931, -0.748, 1.282], [-1.020, -0.292, 2.735], [0.796, 0.894, 0.088], [0.937, -0.371, -1.282], [2.045, 1.104, 0.621], [0.028, 1.773, -0.261], [2.233, 2.077, 0.818], [1.756, -0.957, -1.153], [0.970, 0.299, -2.044], [2.369, 0.389, 1.259]],
  "total_charge": 0,
  "lumo_energy_ev": 0.7,
  "spin_multiplicity": 1
}

Most favorable structure: run Q. The second most favorable one is 9.421 eV above it.

Run P
{
  "formula": "C4H5NO",
  "method": "ωB97M-V with the def2-TZVPD basis set",
  "elements": ["C", "C", "C", "C", "N", "O", "H", "H", "H", "H", "H"],
  "xyz": [[0.370, -0.076, -0.011], [1.783, 0.586, -0.134], [-0.984, -2.214, 0.188], [-0.808, 0.912, -0.201], [-0.143, -1.360, 0.179], [2.803, -0.032, 0.125], [1.794, 1.700, -0.277], [-1.363, -2.960, 0.797], [-0.590, 1.955, 0.201], [-1.729, 0.561, 0.446], [-1.133, 0.929, -1.312]],
  "total_charge": 0,
  "lumo_energy_ev": [0.6, -1.6],
  "s2": 2.02,
  "spin_multiplicity": 3
}

Run Q
{
  "formula": "C4H5NO",
  "method": "ωB97M-V with the def2-TZVPD basis set",
  "elements": ["C", "C", "C", "C", "N", "O", "H", "H", "H", "H", "H"],
  "xyz": [[-1.761, -0.269, -0.140], [-0.512, -0.576, -0.095], [0.484, 0.538, 0.019], [1.967, 0.195, 0.204], [-2.926, -0.216, 0.172], [0.020, 1.623, -0.079], [-0.449, -1.602, -0.553], [2.453, -0.426, -0.578], [2.357, 1.221, 0.262], [2.093, -0.389, 1.184], [-3.726, -0.099, -0.396]],
  "total_charge": 0,
  "lumo_energy_ev": [0.8, -2.6],
  "s2": 2.01,
  "spin_multiplicity": 3
}

Most favorable structure: run P. The second most favorable one is 0.228 eV above it.